No. 1
Density functional theory data (ωB97M-V/def2-TZVPD) for an isolated molecule of C3H7OP in a non-equilibrium geometry.

Results
SMILES ... CPC(C)=O
Frontier orbital gap ... 0.3460 hartree
M ... 90.1 u
Highest occupied orbital energy ... -8.528 eV

Geometry as ORCA input:
```
! RIJCOSX wB97M-V def2-TZVPD def2/J DEFGRID3
* xyz 0 1
C 1.36872 0.51148 0.07633
C 1.94767 -0.52914 -0.82665
C -1.77573 0.68261 0.42374
O 1.76929 0.85618 1.15852
P -0.49312 1.20943 -0.74288
H 1.28191 -1.25751 -0.41017
H 1.80925 -0.54328 -1.89604
H 2.98114 -0.73553 -0.55366
H -2.70852 1.18791 0.05699
H -1.35741 0.88566 1.41555
H -2.06200 -0.46640 0.29374
H -0.14881 2.33698 0.04401
*
```


No. 2
Density functional theory data (ωB97M-V/def2-TZVPD) for a cluster of 40 separate species, H80O40 in total in a non-equilibrium geometry.

Results
Expectation value of S² ... 0.751
Frontier orbital gap (spin up / spin down) ... 0.0654 / 0.3643 hartree
M ... 720.6 u
Highest occupied orbital energy (spin up / spin down) ... -0.023 / -8.166 eV

Geometry as ORCA input:
```
! RIJCOSX wB97M-V def2-TZVPD def2/J DEFGRID3
* xyz -1 2
H 0.17780 1.11652 1.97939
H 1.22452 0.17231 1.50701
O 0.60085 0.85741 1.12164
H 2.02907 -2.28409 0.05391
H 2.88977 -1.51300 0.94369
O 2.37623 -2.33273 0.95219
H -1.38466 -2.44541 -2.66058
H -2.52814 -3.10710 -3.03265
O -2.07465 -2.29076 -3.31923
H -2.54625 1.39069 0.75113
H -1.34188 1.32165 -0.06526
O -1.71936 1.88757 0.63329
H -1.12800 2.49708 -3.55179
H -1.73618 1.13880 -3.62779
O -1.02285 1.66109 -4.02699
H 1.40972 3.31784 -3.39094
O 1.18912 2.43435 -3.04313
H 0.10211 3.40795 0.90279
O 0.53955 4.27301 0.79556
H -0.55501 3.73047 3.77310
H 0.79847 4.58668 4.02918
O -0.16378 4.56482 4.03537
H -6.15938 -1.47782 -3.15428
H -4.47839 -1.38873 -3.48990
O -5.24080 -1.71895 -3.02268
H -3.60898 5.23257 -1.51472
H -4.87571 4.52826 -1.05047
O -3.95274 4.66207 -0.80907
H 2.61398 -1.14286 6.11091
H 1.61152 -2.24958 5.72561
O 2.20364 -1.56741 5.34712
H -1.95982 -4.40926 3.41532
O -2.62530 -3.77539 3.67303
H -2.23991 -0.38493 5.42313
H -2.72484 0.92521 6.16436
O -1.99584 0.50742 5.69700
H 1.90090 0.42929 -0.07947
H 2.87713 0.41217 -1.20500
O 2.31642 -0.20435 -0.70515
H 0.61593 -1.88944 -2.18962
H 0.91949 -3.29737 -1.83944
O 0.26360 -2.61185 -1.63131
H 0.87977 1.33326 6.29626
H 1.14143 -0.09559 6.31317
O 1.52149 0.73850 6.70958
H 1.80883 -0.17393 3.60447
H 2.09689 -1.61237 3.05185
O 1.55741 -0.82518 2.94516
H -0.17600 -3.24080 4.28426
H -0.10444 -3.85905 5.76466
O 0.29021 -3.26840 5.12033
H 1.74194 1.92149 4.53761
O 2.45084 2.42799 4.12508
H 1.44145 -2.61538 -4.31411
H 0.21668 -3.39409 -4.70431
O 0.98801 -3.45659 -4.12786
H -3.94885 1.50576 -3.28790
O -4.45140 2.31594 -3.46935
H 4.33792 1.61818 -3.31767
H 4.57782 0.25843 -4.15253
O 4.33136 0.65710 -3.31517
H -5.33496 -1.10280 -0.52232
H -5.06735 -2.49798 0.12019
O -4.77920 -1.57845 0.14355
H 3.60505 -5.15258 0.68711
H 2.22436 -5.34946 0.31310
O 2.92773 -4.69449 0.17101
H 5.99739 1.99994 2.06566
H 5.95555 2.87048 0.68046
O 6.17003 2.05050 1.12304
H -1.87470 -0.35308 -1.49718
H -2.56784 -0.50319 -2.94464
O -2.61761 -0.04674 -2.10751
H 0.56439 -3.64521 1.31718
H -0.58983 -4.11906 2.25779
O -0.09531 -4.33601 1.47402
H 2.10007 4.93335 -1.74702
H 2.04528 5.65591 -3.09103
O 2.38500 4.85815 -2.66655
H 5.12262 -2.55867 -3.60973
H 5.65534 -1.66099 -2.42590
O 5.54801 -1.73026 -3.37604
H 2.25792 3.41651 1.03192
H 2.98787 4.61830 0.54106
O 3.14497 3.68658 0.72725
H -0.96285 1.45539 4.11949
H -0.86505 -0.05517 3.51708
O -0.45297 0.80380 3.63643
H -1.80751 2.87473 -1.29333
O -1.05002 3.42598 -1.55844
H -0.76234 -1.83156 -0.37418
H -2.09931 -1.27449 0.14615
O -1.29346 -1.72715 0.44035
H 3.02240 1.74428 3.75192
H 0.40051 2.70274 -2.55053
H -4.93042 2.06826 -4.27192
H -0.07366 4.87564 1.24071
H -2.78888 -2.99254 3.11193
H -0.83503 3.72193 -0.65727
O -3.21385 -1.26135 2.49777
H -4.02292 -1.36839 1.99033
H -2.41077 -1.42167 1.98203
O -0.10713 -0.00690 -2.03503
H 0.74357 -0.03369 -1.53472
H 0.02065 0.54096 -2.82394
O 5.43067 -0.59417 1.00569
H 5.49842 0.33686 0.73183
H 5.77912 -1.28910 0.45888
O 1.74772 -0.47462 -4.03376
H 2.69715 -0.33456 -4.00274
H 1.15763 0.22566 -4.32661
O -1.78903 0.32020 -6.52052
H -2.34475 0.69648 -5.81464
H -1.36285 -0.24284 -5.84974
O -1.65982 -4.52690 -2.20222
H -1.02668 -3.86039 -1.87540
H -1.99780 -4.86883 -1.36211
O -6.05669 0.51355 -0.43594
H -5.23042 0.96981 -0.23086
H -6.41713 0.92781 -1.23082
*
```


No. 3
Density functional theory data (ωB97M-V/def2-TZVPD) for an isolated molecule of C8H11I in a non-equilibrium geometry.

Results
Frontier orbital gap (spin up / spin down) ... 0.3079 / 0.2874 hartree
M ... 234.1 u
Highest occupied orbital energy (spin up / spin down) ... -8.070 / -8.022 eV

Geometry as ORCA input:
```
! RIJCOSX wB97M-V def2-TZVPD def2/J DEFGRID3
* xyz 0 1
C 1.22317 1.16066 0.07879
C 2.04439 0.15671 0.18705
C -0.25239 1.07214 0.41698
C -0.07223 -1.52029 0.90209
C -0.85110 -0.30626 0.69996
C -0.81085 -1.40566 -0.35398
C 1.62857 2.55399 -0.35346
C -2.01579 -2.28343 -0.62169
I 4.03310 -0.22874 -0.09555
H -0.42271 1.70424 1.29582
H -0.81357 1.52115 -0.40997
H 0.10050 -2.23784 1.66774
H -1.76829 -0.20053 1.27850
H -0.24744 -1.17557 -1.25163
H 2.67326 2.57121 -0.64988
H 1.48662 3.25279 0.47019
H 1.01381 2.88140 -1.19008
H -2.65956 -1.82413 -1.37032
H -2.58980 -2.43271 0.29045
H -1.69970 -3.25916 -0.99098
*
```


No. 4
Density functional theory data (ωB97M-V/def2-TZVPD) for an isolated molecule of C2H6 in a non-equilibrium geometry.

Results
SMILES ... CC
Frontier orbital gap ... 0.4534 hartree
M ... 30.1 u
Highest occupied orbital energy ... -11.052 eV

Geometry as ORCA input:
```
! RIJCOSX wB97M-V def2-TZVPD def2/J DEFGRID3
* xyz 0 1
C -0.68856 -0.22916 0.42122
C 0.65137 0.31828 -0.35942
H -0.12803 -0.63626 1.21526
H -1.47218 0.43930 0.53668
H -1.07124 -1.04374 -0.06039
H 0.19815 0.70239 -1.28718
H 1.28710 -0.53099 -0.73855
H 1.22339 0.98018 0.27237
*
```


No. 5
Density functional theory data (ωB97M-V/def2-TZVPD) for a structure of composition C17H34ClIInNOP2 in a non-equilibrium geometry.

Results
Frontier orbital gap (spin up / spin down) ... 0.1474 / 0.2479 hartree
M ... 607.6 u
Highest occupied orbital energy (spin up / spin down) ... -12.721 / -12.730 eV

Geometry as ORCA input:
```
! RIJCOSX wB97M-V def2-TZVPD def2/J DEFGRID3
* xyz 2 1
C -0.45209 -0.39303 -2.98337
C 0.06897 -0.30175 -1.55497
H -0.44807 0.61493 -3.42865
H -1.48988 -0.74524 -2.92640
H 0.06061 -1.12305 -3.62457
O -0.17294 0.76696 -0.89307
I -0.35783 -2.08849 -0.28639
In -2.83965 -3.13937 -4.52168
P 2.00294 -0.86299 -1.47522
C 2.59102 -0.12676 0.05554
C 2.50882 -2.61541 -1.56488
H 3.54583 -2.68207 -1.92777
H 3.81039 -0.17730 -2.90301
H 1.87388 -3.17554 -2.26245
H 2.33752 -0.59808 -3.85099
H 1.75527 0.11833 0.74179
H 2.46457 -3.09135 -0.57803
C 2.71220 -0.08970 -2.94759
H 3.29235 -0.82998 0.52800
H 2.42589 0.97441 -2.97641
H 3.15028 0.78658 -0.19237
P -3.77433 -1.74495 -2.56664
C -3.52577 -0.53755 -1.20136
C -5.06694 -0.91488 -3.56402
H -4.46262 -4.05078 -2.21317
H -5.76746 -2.89895 -1.73644
H -4.34401 -3.14774 -0.67227
C -4.68482 -3.09327 -1.71661
H -5.05937 -1.31041 -4.59407
H -6.05347 -1.06536 -3.10682
H -4.39695 0.12882 -1.14477
H -2.62172 0.07245 -1.31393
H -4.82350 0.15754 -3.59727
H -3.43942 -1.05703 -0.24103
Cl -0.56113 -3.56293 -3.79837
C 2.85953 0.56741 3.51353
N 2.82790 2.04892 3.41839
C 4.20170 2.60835 3.34418
C 1.94670 2.57528 2.28188
C 0.55098 2.11171 2.50105
C -0.36098 2.91136 3.24725
C -1.62896 2.40431 3.55442
C -1.99158 1.13109 3.11605
C -1.08102 0.36520 2.33943
C 0.14353 0.88674 2.07090
H 3.31450 0.17805 2.59950
H 1.85149 0.16681 3.63670
H 3.46816 0.31441 4.38583
H 2.39884 2.39221 4.28843
H 4.69504 2.24605 2.43953
H 4.11122 3.69573 3.31810
H 4.74116 2.27927 4.23451
H 2.03170 3.66309 2.33962
H 2.40534 2.21515 1.35450
H -0.05540 3.91260 3.57230
H -2.33292 3.00211 4.14596
H -2.98358 0.74288 3.35445
H -1.37193 -0.61483 1.98280
*
```


No. 6
Density functional theory data (ωB97M-V/def2-TZVPD) for a structure of composition C30H39MnN3Si.

Results
Expectation value of S² ... 3.772
Frontier orbital gap (spin up / spin down) ... 0.2393 / 0.2463 hartree
M ... 524.7 u
Highest occupied orbital energy (spin up / spin down) ... -12.597 / -12.806 eV

Geometry as ORCA input:
```
! RIJCOSX wB97M-V def2-TZVPD def2/J DEFGRID3
* xyz 2 4
Mn -0.14900 1.86514 2.25877
C 4.18054 1.78525 2.56241
C 2.82793 1.71038 2.90604
N 1.85544 1.92852 2.03533
C 2.17084 2.23837 0.73591
C 3.50731 2.30648 0.30493
C 4.51440 2.08087 1.26734
C 3.78086 2.58282 -1.05615
C 2.73713 2.75750 -1.91365
C 1.39159 2.69914 -1.48049
C 1.07694 2.47554 -0.15791
N -0.16494 2.40639 0.46127
C -1.40968 2.77785 -0.04103
C -1.73208 3.41414 -1.21752
C -3.07802 3.69032 -1.55382
C -4.11132 3.35279 -0.73339
C -3.82487 2.74402 0.51176
C -4.81603 2.41061 1.45856
C -4.46555 1.86345 2.66512
C -3.11189 1.65422 2.93803
N -2.15322 1.94292 2.07168
C -2.48674 2.47664 0.85133
H 4.93384 1.61390 3.31743
H 2.53069 1.46936 3.92104
H 5.55361 2.14382 0.96763
H 4.80685 2.65060 -1.39265
H 2.92838 2.96002 -2.95942
H 0.62250 2.83367 -2.22198
H -0.96957 3.75409 -1.89723
H -3.27693 4.19118 -2.49209
H -5.13755 3.56776 -0.99982
H -5.85579 2.60452 1.22366
H -5.20610 1.61146 3.41016
H -2.80057 1.24951 3.89467
C 1.46919 -0.96019 -2.85494
C 1.64800 -1.78207 -1.57929
C 2.93747 -1.31496 -0.89516
C 1.75280 -3.31105 -1.91132
Si 0.16750 -2.09002 -0.50834
C 0.34049 -2.41863 1.34598
C 1.77867 -2.50427 1.86844
C -0.34720 -1.25974 2.10375
C -0.37529 -3.74440 1.67286
C -1.54008 -2.05005 -1.26652
C -1.63384 -0.50057 -1.39338
C -2.69642 -2.53008 -0.38380
C -1.69928 -2.72426 -2.63485
H 2.33702 -1.13004 -3.49718
H 1.43792 0.10333 -2.61974
H 0.58592 -1.21096 -3.43264
H 3.71487 -1.23534 -1.65905
H 3.29754 -2.00870 -0.14310
H 2.82375 -0.32736 -0.44299
H 2.67900 -3.47289 -2.46960
H 0.93323 -3.67672 -2.53576
H 1.83374 -3.94491 -1.01660
H 2.32197 -1.56589 1.75436
H 2.35025 -3.30160 1.39390
H 1.73289 -2.73712 2.93583
H 0.24248 -0.33865 1.97631
H -0.34036 -1.50365 3.17051
H -1.37786 -1.07590 1.80416
H 0.07465 -4.58872 1.14487
H -1.43818 -3.72640 1.45132
H -0.26280 -3.94069 2.74230
H -1.48524 0.01319 -0.43252
H -2.64447 -0.24376 -1.72394
H -0.93189 -0.08272 -2.11582
H -2.71246 -2.07105 0.60324
H -2.70101 -3.61236 -0.26846
H -3.63012 -2.25339 -0.88019
H -0.95261 -2.43378 -3.36626
H -2.67533 -2.44570 -3.04027
H -1.68394 -3.81121 -2.54202
*
```


no.,total energy (eV)
1,-14558.9513
2,-83198.5912
3,-16569.8126
4,-2170.3923
5,-66075.2299
6,-75397.7698